No. 1
Entry from OMol25: a structure of composition C29H34ClN9O7SeTl in a non-equilibrium geometry (wB97M-V/def2-TZVPD).

```
82
Properties=species:S:1:pos:R:3:mulliken_charge:R:1
Tl -1.52 2.02 -0.38 3.268
C -3.53 1.93 3.05 -1.430
C -2.06 1.99 2.96 0.057
N -1.36 2.11 1.83 -0.403
C -0.03 2.14 2.17 -0.145
C 0.08 2.04 3.54 0.201
N -1.21 1.94 4.00 -0.032
C 1.22 1.98 4.51 0.469
O 2.42 2.11 4.03 -0.564
O 0.95 1.79 5.67 -0.595
C 1.02 2.35 1.12 0.980
O 2.19 2.41 1.45 -0.860
O 0.58 2.51 -0.07 -0.728
H -3.96 1.91 2.05 0.239
H -3.91 2.80 3.59 0.373
H -3.85 1.04 3.59 0.391
H -1.42 1.86 4.99 0.260
H 2.48 2.27 3.04 0.422
N -1.37 1.96 -2.73 -0.580
N -2.68 1.54 -3.06 -0.176
C -3.75 1.48 -2.14 0.429
O -4.84 1.24 -2.58 -0.669
O -3.46 1.67 -0.89 -0.727
H -1.15 2.88 -3.14 0.325
H -0.66 1.29 -3.04 0.297
H -2.96 1.52 -4.03 0.211
Se -0.51 5.04 0.63 0.453
N -1.62 4.29 -0.55 -0.299
C -2.09 5.25 -1.37 0.932
C -2.95 5.10 -2.48 -0.301
C -3.25 6.20 -3.23 -0.750
C -2.76 7.48 -2.91 -0.585
C -1.95 7.68 -1.83 -0.761
C -1.58 6.57 -1.05 0.317
N -0.76 6.61 -0.01 -0.753
H -3.35 4.13 -2.72 0.416
H -3.88 6.10 -4.10 0.457
H -3.03 8.32 -3.53 0.408
H -1.57 8.65 -1.57 0.487
C 0.52 -6.23 -0.20 -1.736
C 1.31 -5.37 0.79 1.329
C 2.79 -5.75 0.65 -1.736
C 0.87 -5.73 2.22 -1.730
C 1.10 -3.85 0.49 1.921
O 1.14 -3.58 -0.90 -0.739
C 2.10 -2.93 1.25 -0.943
C 3.37 -2.52 0.49 -1.307
C 3.14 -1.67 -0.73 -0.381
C 3.65 -2.04 -1.97 -0.177
C 3.46 -1.25 -3.09 -0.874
C 2.73 -0.08 -2.98 0.003
Cl 2.47 0.92 -4.37 -0.245
C 2.23 0.32 -1.75 -1.056
C 2.45 -0.47 -0.64 0.505
C -0.35 -3.47 0.90 -2.100
N -0.78 -2.26 0.27 1.323
C -0.58 -0.99 0.60 -0.833
N -1.14 -0.20 -0.32 -0.111
C -1.66 -1.08 -1.21 -0.569
N -1.45 -2.32 -0.87 -1.067
H 0.82 -7.27 -0.10 0.474
H 0.70 -5.92 -1.22 0.348
H -0.56 -6.19 -0.02 0.397
H 2.91 -6.82 0.78 0.548
H 3.41 -5.25 1.39 0.301
H 3.16 -5.51 -0.35 0.329
H 1.21 -6.73 2.46 0.486
H -0.21 -5.73 2.32 0.375
H 1.29 -5.06 2.96 0.285
H 1.93 -3.99 -1.28 0.642
H 2.39 -3.42 2.18 0.520
H 1.58 -2.01 1.54 0.336
H 3.95 -3.40 0.21 0.398
H 3.97 -1.94 1.19 0.417
H 4.24 -2.94 -2.07 0.492
H 3.88 -1.54 -4.04 0.454
H 1.70 1.26 -1.66 0.968
H 2.11 -0.12 0.32 0.481
H -0.42 -3.37 1.99 0.314
H -1.02 -4.25 0.54 0.431
H -0.08 -0.65 1.49 0.898
H -2.22 -0.81 -2.09 0.592
```

Values from the calculation:
LUMO (hartree): -0.150
Total charge: +1
Energy relative to the best compared isomer or geometry (same formula, charge and spin) (kJ/mol): 47.4
Frontier orbital gap (eV): 6.989
HOMO level (eV): -11.1
Spin multiplicity: 1

***

No. 2
Entry from OMol25: a structure of composition C17H22ClNO4 in a non-equilibrium geometry (wB97M-V/def2-TZVPD).

```
45
Properties=species:S:1:pos:R:3:nbo_charge:R:1
C 2.34 -2.01 -1.68 -0.565
H 1.43 -1.71 -1.51 0.211
H 2.64 -2.89 -1.33 0.223
H 2.39 -2.17 -2.87 0.175
C 3.34 -1.16 -1.45 -0.187
C 2.98 0.31 -1.86 -0.390
C 3.97 1.29 -1.28 -0.478
C 4.05 1.54 -0.05 -0.345
C 4.31 0.18 0.61 -0.422
H 5.40 -0.22 0.40 0.218
H 4.27 0.42 1.81 0.211
C 3.25 -0.81 0.13 -0.016
N 2.06 -0.82 0.67 -0.636
C 1.41 -1.39 1.63 0.650
O 1.83 -2.54 1.89 -0.646
C -0.08 -1.04 2.13 -0.141
H -0.66 -2.02 2.04 0.245
H -0.01 -0.69 3.12 0.211
O -0.38 0.13 1.07 -0.593
C -1.72 0.57 1.53 0.800
O -2.42 0.17 2.25 -0.497
C -2.18 1.70 0.56 -0.152
O -3.40 2.13 0.56 -0.489
C -4.44 1.16 0.41 0.351
C -5.68 1.73 0.22 -0.308
C -6.68 0.76 0.19 -0.126
C -6.54 -0.72 -0.30 -0.087
C -5.22 -0.83 -0.56 -0.250
C -4.26 -0.21 -0.15 -0.277
H -3.15 -0.60 -0.37 0.231
H -5.09 -1.88 -0.95 0.215
Cl -7.93 -1.59 -0.75 0.065
H -7.73 1.13 0.40 0.209
H -5.84 2.42 0.82 0.212
H -1.84 1.20 -0.61 0.164
H -1.42 2.70 0.66 0.225
H 1.59 0.21 0.30 0.383
H 3.64 -1.86 0.91 0.217
H 4.82 2.27 0.41 0.230
H 3.00 2.03 0.52 0.143
H 3.92 2.32 -1.72 0.205
H 4.91 1.19 -1.55 0.221
H 2.96 0.27 -2.97 0.214
H 1.98 0.59 -1.60 0.193
H 4.20 -1.24 -1.70 0.186
```

Values from the calculation:
LUMO (hartree): 0.014
Energy relative to the best compared isomer or geometry (same formula, charge and spin) (kJ/mol): 1651.8
Frontier orbital gap (eV): 8.878
HOMO level (eV): -8.5
Spin multiplicity: 1

***

No. 3
Entry from OMol25: a structure of composition C48H47BiF5N7O6S3Se2 in a non-equilibrium geometry (wB97M-V/def2-TZVPD).

```
119
Properties=species:S:1:pos:R:3:mulliken_charge:R:1
Bi -0.74 0.07 -0.42 1.290
C -5.30 3.71 2.40 -1.137
C -4.03 3.23 3.09 -0.731
N -4.04 1.79 3.30 0.381
C -4.55 1.29 4.56 -0.834
C -3.46 1.06 5.61 -0.760
C -3.51 0.93 2.38 0.304
S -3.21 1.49 0.81 -0.431
N -3.48 -0.36 2.75 -0.381
C -2.48 -1.18 2.73 -0.469
O -1.26 -0.84 2.63 0.201
C -2.80 -2.62 2.96 0.473
C -1.90 -3.59 2.50 -0.360
C -2.14 -4.93 2.74 -0.758
C -3.28 -5.32 3.44 -0.324
C -4.17 -4.36 3.90 -0.728
C -3.94 -3.02 3.66 -0.132
H -5.23 4.78 2.19 0.401
H -6.18 3.54 3.03 0.319
H -5.42 3.17 1.47 0.264
H -3.92 3.71 4.06 0.493
H -3.17 3.47 2.47 0.171
H -5.07 0.35 4.37 0.382
H -5.28 2.02 4.93 0.463
H -2.76 0.30 5.25 -0.035
H -3.91 0.71 6.55 0.371
H -2.91 1.98 5.80 0.332
H -1.02 -3.28 1.96 0.596
H -1.44 -5.67 2.38 0.485
H -3.46 -6.37 3.64 0.361
H -5.06 -4.67 4.44 0.377
H -4.62 -2.26 4.02 0.404
O -3.66 3.89 -3.85 -0.506
C -2.88 2.98 -4.61 -1.446
C -2.03 2.09 -3.68 2.859
C -1.27 1.11 -4.62 -1.393
O 0.07 0.87 -4.31 -0.174
C -3.03 1.43 -2.71 -1.407
Se -2.71 -0.44 -2.15 -0.389
C -1.08 3.01 -2.92 -1.683
Se 0.07 2.39 -1.37 -0.432
H -4.32 4.29 -4.41 0.310
H -2.21 3.54 -5.28 0.410
H -3.53 2.34 -5.22 0.511
H -1.25 1.55 -5.63 0.470
H -1.84 0.17 -4.67 0.165
H 0.13 0.31 -3.52 -0.242
H -4.03 1.39 -3.16 0.446
H -3.10 2.00 -1.79 0.235
H -1.68 3.82 -2.50 0.563
H -0.36 3.44 -3.63 0.403
O -0.84 -1.33 5.12 -0.392
C -0.17 -0.97 4.26 -0.033
C 3.24 -1.90 4.01 -1.055
N 2.57 -2.45 2.87 0.290
C 2.31 -3.85 2.70 -0.376
C 1.82 -3.88 1.22 0.076
O 1.55 -4.91 0.64 -0.741
N 1.77 -2.60 0.77 -0.018
C 2.19 -1.80 1.74 0.251
N 2.35 -0.48 1.63 0.262
H 4.04 -2.58 4.32 0.327
H 2.55 -1.75 4.85 0.230
H 3.71 -0.95 3.75 0.382
H 1.52 -4.21 3.36 0.274
H 3.21 -4.45 2.85 0.352
H 2.00 0.05 0.82 -0.754
H 2.35 0.04 2.49 0.302
F -0.30 2.36 2.06 0.258
C 1.03 2.64 2.01 0.030
C 1.77 2.25 0.90 -0.822
C 3.10 2.61 1.01 0.687
F 3.99 2.27 0.02 -0.372
C 3.67 3.29 2.07 -0.040
F 4.99 3.60 2.10 -0.375
C 2.87 3.65 3.14 0.751
F 3.40 4.32 4.19 -0.369
C 1.53 3.31 3.11 -0.197
F 0.75 3.65 4.16 -0.355
S 5.93 -0.67 -4.64 -0.250
C 4.67 -0.17 -3.46 0.719
C 3.98 1.02 -3.59 -1.358
C 2.97 1.29 -2.68 -0.386
N 2.60 0.44 -1.73 0.905
C 3.28 -0.69 -1.60 0.157
C 4.34 -1.04 -2.43 -0.873
C 4.94 -0.61 -6.13 0.027
C 4.71 0.58 -6.81 -0.048
C 3.93 0.54 -7.95 -0.544
N 3.42 -0.58 -8.46 -0.635
C 3.65 -1.71 -7.80 -0.311
C 4.39 -1.78 -6.63 0.083
H 4.21 1.73 -4.37 0.235
H 2.40 2.21 -2.74 0.378
H 2.94 -1.38 -0.85 0.080
H 4.88 -1.97 -2.29 0.467
H 5.14 1.50 -6.46 0.514
H 3.70 1.45 -8.49 0.375
H 3.22 -2.60 -8.25 0.183
H 4.53 -2.72 -6.12 0.441
C 2.02 -5.73 -8.48 -0.700
C 0.91 -6.25 -7.62 0.721
O -0.26 -6.17 -7.85 -0.523
S 1.54 -7.00 -6.06 -0.220
C 1.24 -5.51 -5.10 -0.315
C 2.32 -4.75 -4.69 -0.515
C 2.12 -3.63 -3.90 -0.081
C 0.82 -3.25 -3.53 -0.090
C -0.26 -4.01 -4.00 -0.629
C -0.06 -5.14 -4.77 -0.423
C 0.58 -2.13 -2.69 0.882
C 0.33 -1.19 -1.97 -0.992
H 1.64 -5.34 -9.42 0.337
H 2.74 -6.54 -8.65 0.333
H 2.54 -4.94 -7.93 -0.047
H 3.32 -5.06 -4.97 0.498
H 2.95 -3.04 -3.55 0.343
H -1.26 -3.70 -3.73 0.544
H -0.89 -5.73 -5.13 0.453
```

Values from the calculation:
LUMO (hartree): 0.123
Total charge: -2
Energy relative to the best compared isomer or geometry (same formula, charge and spin) (kJ/mol): 175.2
Frontier orbital gap (eV): 6.054
HOMO level (eV): -2.7
Spin multiplicity: 1

***

No. 4
Entry from OMol25: a cluster of 2 separate species, C6H12O in total (wB97M-V/def2-TZVPD).

```
19
Properties=species:S:1:pos:R:3:nbo_charge:R:1
C -2.00 -1.23 -1.01 -0.638
C -0.92 -0.29 -0.58 -0.158
C -0.69 1.14 1.31 -0.644
C -0.58 -0.22 0.70 -0.212
O 1.96 -1.64 0.57 -0.545
C 1.92 -0.44 0.73 0.447
C 2.23 0.57 -0.35 -0.724
H -2.78 -0.58 -1.42 0.220
H -1.72 -1.98 -1.74 0.217
H -2.43 -1.69 -0.12 0.211
H -0.69 0.57 -1.21 0.178
H -0.44 1.14 2.36 0.211
H -1.76 1.37 1.20 0.218
H -0.16 1.92 0.75 0.212
H -0.65 -1.10 1.35 0.209
H 1.79 -0.01 1.75 0.106
H 1.93 0.20 -1.33 0.235
H 3.32 0.68 -0.33 0.239
H 1.80 1.55 -0.15 0.216
```

Values from the calculation:
LUMO (hartree): 0.031
Energy relative to the best compared isomer or geometry (same formula, charge and spin) (kJ/mol): 250.4
SMILES string: C/C=C/C.CC=O
Frontier orbital gap (eV): 9.406
HOMO level (eV): -8.6
Spin multiplicity: 1

***

No. 5
Entry from OMol25: a structure of composition C45H51LaN5O8P2S4 in a non-equilibrium geometry (wB97M-V/def2-TZVPD).

```
116
Properties=species:S:1:pos:R:3:mulliken_charge:R:1
La 0.84 -1.49 2.48 1.879
C -2.63 -0.96 2.93 -0.772
C -1.92 0.30 3.41 -0.192
N -0.60 0.09 4.06 -0.057
C -0.55 -0.34 5.45 -0.858
C -0.92 -1.81 5.60 -0.893
N -0.49 -2.69 4.47 -0.310
C -1.58 -3.58 4.00 -0.788
C -1.92 -3.28 2.54 -0.681
N -1.72 -1.88 2.18 0.158
H -3.00 -1.52 3.77 0.393
H -3.52 -0.69 2.36 0.442
H -1.76 0.99 2.54 -0.315
H -2.57 0.84 4.10 0.362
H -0.16 0.98 3.99 0.223
H 0.48 -0.17 5.83 0.448
H -1.25 0.25 6.08 0.313
H -0.44 -2.21 6.51 0.383
H -1.99 -1.91 5.77 0.464
H 0.27 -3.28 4.79 0.409
H -1.22 -4.61 4.04 0.430
H -2.51 -3.43 4.64 0.347
H -1.30 -3.91 1.85 0.252
H -2.98 -3.60 2.35 0.540
H -1.84 -1.81 1.16 0.022
C 4.91 2.27 1.65 -0.737
O 3.49 2.45 1.57 -0.393
C 2.75 1.61 0.80 -0.281
O 2.05 0.72 1.31 0.565
N 2.88 1.88 -0.52 -0.068
N 2.18 1.27 -1.59 -0.229
H 5.14 2.43 2.69 0.265
H 5.46 3.01 1.04 0.303
H 5.23 1.26 1.36 0.308
H 3.52 2.60 -0.80 0.220
H 1.21 1.57 -1.47 0.150
H 2.13 0.26 -1.30 -0.201
S 0.12 -1.70 -1.02 0.266
C 0.88 -3.01 -1.76 -0.398
C 0.20 -4.00 -2.54 -0.680
C 0.92 -5.06 -3.06 -0.531
C 2.33 -5.13 -2.87 -0.429
C 3.02 -4.12 -2.22 -0.786
C 2.32 -3.04 -1.60 0.200
S 3.05 -1.90 -0.62 -0.323
H -0.87 -3.94 -2.63 0.375
H 0.42 -5.87 -3.58 0.297
H 2.85 -6.01 -3.22 0.332
H 4.09 -4.18 -2.07 0.353
O 4.43 -1.36 4.84 -0.726
S 3.55 -2.00 3.92 1.113
O 2.23 -2.29 4.56 -0.785
O 3.26 -1.38 2.61 -0.547
C 4.25 -3.55 3.26 0.512
C 5.61 -3.38 3.00 -0.912
C 6.28 -4.25 2.14 -0.477
C 5.63 -5.42 1.70 -0.496
C 4.28 -5.64 2.00 -0.493
C 3.58 -4.75 2.80 -0.307
S 1.70 -4.98 2.68 1.557
O 1.44 -5.90 1.59 -0.723
O 1.31 -5.25 4.04 -0.757
O 1.19 -3.62 2.19 -0.263
H 6.07 -2.50 3.45 0.447
H 7.26 -3.99 1.76 0.338
H 6.15 -6.18 1.10 0.327
H 3.72 -6.48 1.58 0.414
C -1.46 3.25 -2.23 -1.052
P -1.50 2.26 -0.64 1.566
C -1.99 3.50 0.58 0.226
C -1.09 3.84 1.61 -0.840
C -1.48 4.72 2.61 -0.381
C -2.77 5.28 2.59 -0.632
C -3.63 5.01 1.54 -0.504
C -3.23 4.19 0.49 -0.474
C -3.03 1.32 -0.83 0.320
C -4.12 1.22 0.07 -0.472
C -5.20 0.39 -0.22 -0.584
C -5.22 -0.35 -1.40 -0.631
C -4.12 -0.31 -2.29 -0.817
C -3.03 0.48 -1.96 -0.390
P 0.03 3.36 -3.40 0.019
C -0.64 4.67 -4.51 0.716
C -1.44 5.72 -4.08 -0.402
C -1.92 6.69 -5.00 -0.502
C -1.58 6.64 -6.35 -0.579
C -0.76 5.60 -6.78 -0.501
C -0.29 4.62 -5.87 -0.494
C -0.19 1.85 -4.41 0.411
C 0.93 1.02 -4.52 -0.476
C 0.83 -0.22 -5.16 -0.370
C -0.39 -0.62 -5.74 -0.443
C -1.47 0.28 -5.73 -0.641
C -1.33 1.56 -5.18 -0.206
H -1.56 4.31 -1.86 0.022
H -2.41 3.06 -2.80 0.551
H -0.10 3.44 1.65 0.536
H -0.76 4.95 3.41 0.407
H -3.08 5.95 3.40 0.368
H -4.62 5.46 1.51 0.399
H -3.90 4.05 -0.37 0.400
H -4.16 1.91 0.92 0.359
H -6.05 0.31 0.46 0.429
H -6.09 -0.95 -1.61 0.384
H -4.11 -0.91 -3.19 0.511
H -2.22 0.54 -2.68 0.212
H -1.66 5.85 -3.01 0.228
H -2.58 7.47 -4.59 0.339
H -1.95 7.36 -7.04 0.407
H -0.46 5.48 -7.82 0.367
H 0.27 3.76 -6.29 0.305
H 1.90 1.36 -4.12 0.296
H 1.70 -0.89 -5.20 0.345
H -0.47 -1.59 -6.22 0.396
H -2.43 0.02 -6.14 0.470
H -2.07 2.34 -5.28 0.405
```

Values from the calculation:
LUMO (hartree): 0.058
Total charge: -1
Energy relative to the best compared isomer or geometry (same formula, charge and spin) (kJ/mol): 163.8
Frontier orbital gap (eV): 3.870
HOMO level (eV): -2.3
Spin multiplicity: 1

***

No. 6
Entry from OMol25: a structure of composition C3H9N2O2 in a non-equilibrium geometry (wB97M-V/def2-TZVPD).

```
16
Properties=species:S:1:pos:R:3:nbo_charge:R:1
N 0.57 -2.04 -2.54 -0.888
C 0.60 -0.69 -1.85 0.103
O 1.21 -0.64 -0.58 -0.864
H 1.53 -2.40 -2.73 0.341
H 0.05 -2.72 -2.08 0.345
H 1.04 0.03 -2.53 0.120
H -0.46 -0.41 -1.71 0.131
C 0.18 2.00 1.53 0.483
N -0.27 0.90 0.88 -0.693
C -1.23 0.31 1.81 -0.434
O -0.28 2.57 2.55 -0.740
H 1.05 2.51 1.05 0.080
H 0.54 0.08 0.14 0.481
H -1.85 1.14 2.16 0.204
H -0.76 -0.26 2.62 0.167
H -1.91 -0.37 1.28 0.163
```

Values from the calculation:
LUMO (hartree): 0.154
Total charge: -1
Energy relative to the best compared isomer or geometry (same formula, charge and spin) (kJ/mol): 176.0
Frontier orbital gap (eV): 8.500
HOMO level (eV): -4.3
Spin multiplicity: 1

***

No. 7
Entry from OMol25: a cluster of 2 separate species, C4H6N2O4 in total in a non-equilibrium geometry (wB97M-V/def2-TZVPD).

```
16
Properties=species:S:1:pos:R:3:nbo_charge:R:1
O -2.07 0.19 -0.77 -0.665
C -0.83 -0.32 -0.95 0.097
C -0.22 -0.86 -2.07 -0.141
N 1.04 -1.18 -1.68 -0.319
N 1.32 -0.76 -0.45 -0.342
C 0.26 -0.08 -0.07 0.518
O -0.08 -0.74 1.99 -0.604
C 0.08 0.12 2.89 0.660
O 0.45 1.32 2.65 -0.705
H -2.58 0.17 -1.59 0.485
H -0.63 -1.19 -3.02 0.219
H 1.70 -1.76 -2.18 0.411
H 0.24 -0.23 3.93 0.129
O 0.69 1.60 0.15 -0.769
H 0.62 1.66 1.51 0.530
H 0.01 2.05 -0.35 0.495
```

Values from the calculation:
LUMO (alpha / beta) (hartree): -0.001 / -0.001
Energy relative to the best compared isomer or geometry (same formula, charge and spin) (kJ/mol): 531.1
SMILES string: Oc1c[nH]nc1O.O=CO
Frontier orbital gap (alpha / beta) (eV): 8.228 / 8.229
HOMO level (alpha / beta) (eV): -8.3 / -8.3
Spin multiplicity: 1

***

No. 8
Entry from OMol25: a cluster of 2 separate species, C4H3ClF2O in total in a non-equilibrium geometry (wB97M-V/def2-TZVPD).

```
11
Properties=species:S:1:pos:R:3:nbo_charge:R:1
C 0.57 -0.73 2.04 -0.324
C 1.16 -0.42 0.88 -0.181
C 0.67 -1.13 -0.40 0.468
C -0.51 -3.24 -1.11 0.577
O 0.85 -0.70 -1.49 -0.502
F 0.30 -4.29 -1.08 -0.334
F -1.43 -3.43 -0.21 -0.322
Cl 2.31 0.85 0.66 0.051
H 0.03 -1.67 2.16 0.223
H 0.87 -0.37 2.93 0.204
H -0.82 -3.12 -2.13 0.141
```

Values from the calculation:
LUMO (hartree): -0.024
Energy relative to the best compared isomer or geometry (same formula, charge and spin) (kJ/mol): 385.3
Frontier orbital gap (eV): 7.663
HOMO level (eV): -8.3
Spin multiplicity: 1